Density functional theory data (the ωB97M-V functional and the def2-TZVPD basis) for a molecular structure, C51H58Cl2N7O2SY.

## Properties
LUMO   0.1545 Ha
ΔE to the lowest compared entry with this formula, charge and spin   44.0 kJ/mol
Orbital gap   5.976 eV
Multiplicity   1
Molar mass   992.95 g/mol
Total charge   -2

Atoms and positions in Å:
Y 0.2976 1.7000 0.0154
C -0.0773 -3.3533 -3.3475
C 1.0158 -2.4114 -2.8296
C 2.3725 -3.1268 -2.8218
C 1.0763 -1.1334 -3.6441
C 1.7065 -1.1960 -4.8828
C 1.8742 -0.0669 -5.6559
C 1.4122 1.1467 -5.1835
C 0.7621 1.2614 -3.9601
C 0.2181 2.6167 -3.5742
C -1.1277 2.8495 -4.2671
C 1.1621 3.7757 -3.8950
C 0.5701 0.0991 -3.1915
N -0.1269 0.1029 -1.9177
C -1.2781 -0.4850 -1.9581
C -2.1710 -1.0154 -0.9265
C -3.5092 -1.0400 -1.3755
C -4.5618 -1.5307 -0.6440
C -4.2667 -2.1061 0.6047
C -2.9843 -2.1837 1.0580
C -1.8439 -1.6538 0.3432
N -0.6149 -1.8111 0.8110
C -0.4189 -2.7689 1.8473
C -0.4071 -4.1486 1.5236
C -0.2156 -5.0974 2.5216
C 0.0004 -4.7286 3.8353
C 0.0348 -3.3835 4.1488
C -0.1702 -2.3976 3.1885
C -0.1736 -0.9554 3.6345
C -1.5662 -0.5645 4.1404
C 0.8629 -0.6476 4.7175
C -0.6010 -4.6494 0.1054
C -1.9959 -5.2444 -0.1092
C 0.4626 -5.6859 -0.2649
H -0.0599 -4.2982 -2.8000
H 0.0868 -3.5716 -4.4067
H -1.0743 -2.9233 -3.2400
H 0.7680 -2.1516 -1.7990
H 2.5203 -3.7000 -3.7425
H 2.4184 -3.8312 -1.9935
H 3.1926 -2.4153 -2.7198
H 2.0993 -2.1457 -5.2259
H 2.3810 -0.1255 -6.6121
H 1.5576 2.0390 -5.7791
H 0.0379 2.6294 -2.5008
H -0.9837 2.8487 -5.3531
H -1.5409 3.8167 -3.9709
H -1.8584 2.0873 -4.0071
H 1.1916 3.9730 -4.9712
H 2.1727 3.5799 -3.5399
H 0.7930 4.6806 -3.4076
H -1.6973 -0.6395 -2.9570
H -3.7029 -0.6043 -2.3496
H -5.5732 -1.4972 -1.0274
H -5.0661 -2.5125 1.2166
H -2.7895 -2.6626 2.0088
H -0.2239 -6.1500 2.2608
H 0.1580 -5.4790 4.6016
H 0.2217 -3.0822 5.1727
H 0.0545 -0.3358 2.7714
H -1.8647 -1.2282 4.9600
H -2.3150 -0.6258 3.3522
H -1.5565 0.4630 4.5125
H 1.8199 -1.1264 4.5075
H 0.5220 -0.9777 5.7048
H 1.0279 0.4310 4.7659
H -0.4954 -3.7916 -0.5585
H -2.1597 -6.0831 0.5749
H -2.1024 -5.6154 -1.1329
H -2.7745 -4.5033 0.0673
H 0.3277 -6.6120 0.2998
H 1.4662 -5.3116 -0.0589
H 0.3973 -5.9407 -1.3248
N 1.8338 -0.2965 0.2507
C 2.8271 -0.6043 1.2364
C 3.4886 -1.8260 1.0876
C 4.3597 -2.3124 2.0396
C 4.5629 -1.5663 3.1915
C 3.9502 -0.3348 3.3181
C 3.1150 0.2224 2.3328
C 2.6172 1.6226 2.5691
C 3.4269 2.4293 3.3846
C 2.9933 3.6581 3.8520
C 1.7329 4.1105 3.4952
C 0.9920 3.3654 2.5892
C 1.3997 2.1269 2.0664
H 0.9841 -0.8536 0.4742
H 2.1590 -0.6364 -0.6510
H 3.2867 -2.3986 0.1886
H 4.8462 -3.2699 1.8982
H 5.1909 -1.9409 3.9915
H 4.1055 0.2197 4.2334
H 4.4246 2.1029 3.6510
H 3.6389 4.2564 4.4857
H 1.3552 5.0550 3.8732
H 0.0448 3.7941 2.2590
O -3.1570 1.8085 -2.2504
H -2.5173 2.3097 -1.6612
H -3.8846 1.6099 -1.6557
S 3.1247 2.1083 -1.4066
C 3.7712 0.6342 -1.8298
N 4.2178 -0.3989 -2.1269
Cl 1.3220 4.4840 -0.4018
C -0.2295 5.2991 -0.4221
C -0.2393 6.6683 -0.3517
C -1.4481 7.3649 -0.3884
C -2.6136 6.6150 -0.5013
C -2.5791 5.2386 -0.5755
Cl -4.1557 4.4436 -0.6970
C -1.3809 4.4129 -0.5318
N -1.2947 3.1159 -0.5694
H 0.7039 7.1955 -0.2703
H -1.4786 8.4442 -0.3327
H -3.5790 7.1067 -0.5323
N -3.8806 1.3904 1.0495
C -2.7354 1.9502 1.5340
N -2.8605 3.1870 2.1019
O -1.6790 1.3193 1.5688
H -4.5778 2.0213 0.6882
H -3.7334 0.5429 0.5168
H -3.5759 3.7788 1.7048
H -1.9688 3.6520 2.1792

These are the Mulliken partial charges, in e, on atoms 1 to 99: -3.4668 -1.4196 2.8900 -1.8033 0.1324 -0.1125 -1.3564 -0.5333 0.6782 2.7296 -1.7035 -2.0113 -0.7234 1.4988 -1.4080 1.5034 -1.5090 -1.2741 -0.6504 -1.1526 1.1352 0.9160 -1.2443 0.5825 -0.4917 -1.3533 -0.4084 0.4014 3.5866 -1.7535 -2.2915 2.9100 -1.5947 -1.7519 0.2554 0.4476 0.2479 -1.4766 0.6037 0.1004 0.3899 0.3037 0.3427 0.2627 -1.1357 0.4037 0.3615 0.3831 0.4580 0.3415 0.3454 0.1750 0.4826 0.3352 0.3435 0.4415 0.2476 0.3326 0.3034 -1.6912 0.2601 0.2643 0.5162 0.3737 0.5241 0.4270 -1.6443 0.3450 0.4100 0.2753 0.4830 0.3233 0.4437 3.0908 0.0216 -0.3957 -0.6087 -0.9697 -0.5395 0.5863 0.4126 -0.8790 -0.9674 -0.9540 0.3386 1.8306 -0.8233 -0.7679 0.4097 0.4156 0.3248 0.4315 0.5647 0.3082 0.4233 -0.0339 -0.7567 -0.5477 0.2600